Entry 1:
DFT (ωB97M-V/def2-TZVPD) results for a molecular structure, C41H77F4N2NbO2PS2 at a distorted geometry.

```
130
Properties=species:S:1:pos:R:3
N 3.828 -4.480 6.860
P 4.092 -2.950 6.403
O 5.023 -2.881 4.905
O 5.060 -2.127 7.621
Nb 1.891 -1.621 6.069
F 2.519 -1.358 4.025
C 0.076 -0.231 5.754
C 0.596 0.983 4.736
C 0.157 0.626 3.183
S 0.908 1.857 1.958
C 2.186 0.974 0.846
S 1.835 0.833 -0.811
N 3.439 0.498 1.549
C 4.420 -0.177 0.616
C 5.872 0.455 0.126
C 6.922 -0.378 -0.873
C 6.570 -1.902 -1.455
C 5.109 -2.516 -0.968
C 4.090 -1.709 0.030
C 4.012 1.727 2.220
C 4.435 1.662 3.835
C 5.013 3.051 4.540
C 5.226 4.482 3.717
C 4.815 4.545 2.131
C 4.210 3.186 1.442
C 0.738 -3.483 5.406
F 0.234 -4.136 6.660
F -0.413 -3.200 4.496
F 1.648 -4.396 4.644
H 2.795 -4.612 6.922
H 5.630 -2.083 4.980
H 5.459 -1.317 7.174
H 2.884 -0.120 6.476
H 1.444 -1.847 7.831
H -0.838 -0.790 5.257
H -0.272 0.201 6.796
H 0.015 1.955 5.111
H 1.766 1.164 4.846
H -1.018 0.779 3.105
H 0.360 -0.491 2.875
H 6.232 1.506 0.497
H 7.966 0.064 -1.222
H 7.280 -2.505 -2.181
H 4.843 -3.595 -1.384
H 3.071 -2.223 0.368
H 4.281 0.647 4.445
H 5.302 3.094 5.694
H 5.635 5.474 4.234
H 4.919 5.506 1.437
H 3.869 3.210 0.299
C 2.156 -4.502 -2.300
C 2.594 -5.932 -2.026
C 3.131 -6.647 -3.266
C 2.121 -6.824 -4.408
C 0.842 -7.578 -4.035
C 1.098 -9.012 -3.596
H 1.332 -4.462 -3.019
H 1.811 -4.029 -1.375
H 2.987 -3.909 -2.694
H 1.763 -6.494 -1.587
H 3.386 -5.913 -1.267
H 3.518 -7.628 -2.967
H 3.994 -6.090 -3.654
H 2.618 -7.353 -5.230
H 1.845 -5.841 -4.807
H 0.181 -7.595 -4.910
H 0.296 -7.045 -3.250
H 1.601 -9.577 -4.386
H 0.150 -9.512 -3.373
H 1.713 -9.055 -2.693
C -0.674 -1.850 -1.520
C -1.154 -2.639 -2.728
C -0.606 -2.106 -4.053
C -1.027 -0.673 -4.405
C -2.538 -0.435 -4.474
C -3.224 -1.256 -5.555
H -1.010 -0.810 -1.557
H -1.070 -2.293 -0.600
H 0.418 -1.860 -1.458
H -2.248 -2.659 -2.745
H -0.830 -3.681 -2.614
H -0.911 -2.783 -4.859
H 0.491 -2.146 -4.028
H -0.581 -0.410 -5.373
H -0.595 0.024 -3.677
H -2.713 0.627 -4.680
H -3.003 -0.641 -3.505
H -2.805 -1.031 -6.540
H -4.294 -1.024 -5.581
H -3.124 -2.330 -5.373
C -3.282 6.579 3.100
C -3.809 6.307 4.499
C -2.734 5.797 5.461
C -2.101 4.452 5.079
C -3.084 3.288 4.926
C -3.820 2.953 6.214
H -2.900 5.669 2.627
H -4.083 6.970 2.465
H -2.477 7.320 3.124
H -4.645 5.602 4.448
H -4.220 7.240 4.904
H -3.166 5.724 6.466
H -1.935 6.546 5.532
H -1.357 4.191 5.842
H -1.541 4.565 4.142
H -2.524 2.402 4.603
H -3.807 3.500 4.132
H -3.114 2.692 7.008
H -4.483 2.096 6.055
H -4.436 3.788 6.557
C -5.619 5.492 -7.772
C -6.146 5.220 -6.372
C -5.071 4.710 -5.411
C -4.438 3.365 -5.792
C -5.421 2.201 -5.945
C -6.157 1.866 -4.658
H -5.237 4.582 -8.244
H -6.420 5.883 -8.406
H -4.814 6.233 -7.747
H -6.982 4.515 -6.423
H -6.557 6.153 -5.967
H -5.503 4.636 -4.406
H -4.272 5.458 -5.339
H -3.694 3.104 -5.029
H -3.878 3.478 -6.729
H -4.861 1.315 -6.268
H -6.144 2.413 -6.739
H -5.451 1.605 -3.863
H -6.820 1.009 -4.816
H -6.773 2.701 -4.314
```

Spin multiplicity   1
Kohn-Sham gap   6.1 eV
Net charge   -1
Highest occupied orbital energy   -5.447 eV

***

Entry 2:
DFT (ωB97M-V/def2-TZVPD) results for 9 unconnected molecules or ions with the total composition C41H77N2O11S at a distorted geometry.

```
132
Properties=species:S:1:pos:R:3
C -0.629 -0.421 -0.911
C -2.087 -1.099 -0.566
O -2.273 -2.461 -1.094
C -2.884 -2.449 -2.443
N -1.808 -3.021 -3.384
C -1.624 -4.549 -3.278
C -0.470 -5.341 -4.190
C 0.488 -4.458 -5.238
C 1.650 -5.142 -6.204
O 2.828 -5.627 -5.740
O 1.327 -5.147 -7.669
C 0.170 -2.818 -5.236
S 1.225 -1.730 -6.342
C -1.001 -2.120 -4.293
N -1.165 -0.619 -4.423
H 0.151 -0.612 -0.036
H -0.180 -0.724 -1.951
H -0.806 0.757 -0.921
H -2.131 -1.199 0.622
H -2.970 -0.367 -0.893
H -3.793 -3.220 -2.465
H -3.290 -1.405 -2.783
H -2.261 -5.235 -2.570
H -0.266 -6.492 -4.133
H 2.173 -5.449 -8.140
H 2.374 -1.448 -5.538
H -1.598 -0.184 -3.579
H -1.716 -0.386 -5.298
C 4.713 -1.287 0.774
C 4.174 -1.300 2.181
C 3.573 0.083 2.303
O 3.133 0.462 0.992
C 3.670 -0.470 0.043
H 4.850 -2.284 0.346
H 5.679 -0.768 0.751
H 3.388 -2.059 2.270
H 4.933 -1.504 2.941
H 4.320 0.814 2.630
H 2.728 0.113 2.998
H 2.846 -1.101 -0.308
H 4.084 0.071 -0.812
C -4.039 3.294 -7.090
C -4.410 2.157 -8.007
C -3.081 1.459 -8.200
O -2.326 1.662 -6.998
C -2.989 2.657 -6.206
H -4.884 3.697 -6.526
H -3.593 4.109 -7.672
H -5.114 1.487 -7.500
H -4.863 2.480 -8.948
H -2.517 1.901 -9.028
H -3.194 0.387 -8.387
H -3.446 2.152 -5.348
H -2.258 3.381 -5.835
C 9.080 1.112 -0.857
C 8.366 1.181 -2.183
C 7.388 0.032 -2.076
O 7.056 -0.105 -0.688
C 7.968 0.694 0.079
H 9.554 2.052 -0.564
H 9.852 0.334 -0.891
H 7.822 2.129 -2.262
H 9.032 1.096 -3.046
H 7.842 -0.909 -2.406
H 6.477 0.202 -2.657
H 7.416 1.564 0.453
H 8.333 0.119 0.935
C -6.878 -0.852 1.335
C -6.686 0.627 1.123
C -5.204 0.794 1.379
O -4.574 -0.434 0.990
C -5.592 -1.421 0.777
H -7.769 -1.254 0.846
H -6.948 -1.067 2.408
H -6.917 0.886 0.083
H -7.304 1.249 1.775
H -5.000 0.952 2.443
H -4.772 1.625 0.814
H -5.669 -1.594 -0.302
H -5.303 -2.359 1.261
C 2.558 1.496 7.769
C 1.323 2.098 7.150
C 1.620 1.979 5.671
O 2.444 0.818 5.504
C 2.890 0.386 6.797
H 2.407 1.138 8.790
H 3.366 2.237 7.781
H 0.446 1.490 7.404
H 1.129 3.126 7.465
H 2.185 2.845 5.308
H 0.713 1.877 5.068
H 2.351 -0.535 7.046
H 3.961 0.164 6.762
C -7.699 7.640 -5.864
C -7.861 6.667 -4.725
C -7.764 5.332 -5.432
O -6.904 5.523 -6.564
C -6.696 6.930 -6.747
H -7.364 8.632 -5.550
H -8.652 7.752 -6.395
H -7.027 6.778 -4.021
H -8.795 6.789 -4.171
H -8.741 5.009 -5.806
H -7.358 4.546 -4.790
H -5.669 7.158 -6.443
H -6.812 7.186 -7.804
C 6.128 -1.360 10.708
C 6.211 0.143 10.647
C 6.225 0.400 9.156
O 5.471 -0.656 8.545
C 5.237 -1.676 9.526
H 5.733 -1.741 11.653
H 7.123 -1.794 10.552
H 5.311 0.582 11.094
H 7.083 0.556 11.160
H 7.243 0.359 8.755
H 5.785 1.366 8.893
H 4.178 -1.634 9.805
H 5.445 -2.659 9.094
C -1.697 -4.900 2.117
C -0.842 -4.548 3.308
C -0.763 -3.040 3.206
O -1.985 -2.600 2.596
C -2.673 -3.745 2.076
H -2.189 -5.872 2.202
H -1.083 -4.904 1.208
H -1.358 -4.833 4.232
H 0.140 -5.028 3.302
H 0.064 -2.728 2.559
H -0.644 -2.560 4.181
H -3.540 -3.935 2.719
H -3.029 -3.533 1.064
```

Spin multiplicity   1
Kohn-Sham gap   5.6 eV
Net charge   +1
Highest occupied orbital energy   -10.401 eV

***

Entry 3:
DFT (ωB97M-V/def2-TZVPD) results for 11 unconnected molecules or ions with the total composition C41H78BN14O7PS at a distorted geometry.

```
143
Properties=species:S:1:pos:R:3
C 2.710 4.349 -0.987
O 3.802 3.801 -1.719
C 4.935 3.568 -0.885
C 4.745 2.344 0.069
C 5.937 1.353 0.050
C 5.856 0.304 -1.095
C 4.552 -0.570 -1.073
C 3.811 -0.498 -2.453
C 2.663 0.565 -2.386
C 1.373 0.151 -3.192
O 0.310 0.067 -2.251
C -0.418 -1.127 -2.239
S -1.025 -1.706 -3.886
C 0.609 -2.271 -1.691
N 1.017 -3.227 -2.759
C -1.603 -1.112 -1.197
C -1.016 -0.727 0.199
C -1.062 -1.917 1.235
C 0.197 -1.863 2.108
O 0.353 -0.558 2.742
C 1.696 -0.447 3.126
C 2.206 -1.091 4.447
O 2.457 0.139 2.403
O -2.815 -0.582 -1.607
C -3.119 0.767 -1.766
C -4.529 0.828 -2.497
C -5.767 0.342 -1.727
N -6.720 -0.169 -2.784
N -6.521 1.406 -1.044
N -5.603 -0.747 -0.759
P -2.095 1.808 -2.995
O -2.115 1.290 -4.422
B -3.293 1.718 -0.471
C -3.843 1.225 0.945
O -2.908 3.085 -0.496
H 2.455 5.329 -1.427
H 2.894 4.403 0.099
H 1.826 3.696 -1.140
H 5.770 3.312 -1.564
H 5.236 4.470 -0.327
H 4.684 2.732 1.105
H 3.790 1.820 -0.107
H 5.938 0.783 1.002
H 6.900 1.889 -0.010
H 5.983 0.793 -2.081
H 6.709 -0.398 -0.993
H 3.918 -0.252 -0.230
H 4.843 -1.618 -0.883
H 4.491 -0.252 -3.282
H 3.325 -1.485 -2.570
H 3.013 1.577 -2.665
H 2.378 0.652 -1.320
H 1.618 -0.768 -3.739
H 1.182 0.980 -3.898
H -1.488 -2.966 -3.711
H 0.153 -2.901 -0.915
H 1.512 -1.791 -1.275
H 1.242 -4.080 -2.237
H 1.905 -2.949 -3.167
H -1.790 -2.201 -1.099
H -1.513 0.102 0.721
H 0.055 -0.452 0.156
H -1.948 -1.809 1.886
H -1.083 -2.907 0.755
H 0.129 -2.602 2.929
H 1.130 -2.049 1.542
H 3.175 -0.662 4.739
H 1.450 -0.894 5.228
H 2.294 -2.187 4.357
H -4.411 0.207 -3.405
H -4.723 1.856 -2.854
H -7.595 -0.393 -2.314
H -6.349 -1.057 -3.127
H -6.662 2.146 -1.726
H -7.412 1.032 -0.717
H -6.049 -1.605 -1.053
H -5.983 -0.525 0.154
H -2.817 3.038 -3.033
H -0.825 2.147 -2.468
H -4.836 1.705 1.056
H -3.898 0.130 1.009
H -3.198 1.677 1.723
H -3.619 3.637 -0.846
C 3.350 -5.432 5.197
C 2.060 -4.919 4.721
N 1.050 -4.517 4.348
H 3.564 -6.389 4.726
H 4.142 -4.727 4.949
H 3.318 -5.565 6.277
C -4.416 1.367 -8.396
C -3.561 1.217 -7.207
N -2.897 1.099 -6.268
H -4.342 2.382 -8.782
H -4.099 0.669 -9.170
H -5.454 1.161 -8.136
C -10.663 0.931 -2.206
C -9.868 0.806 -0.979
N -9.243 0.709 -0.019
H -10.563 1.937 -2.610
H -10.314 0.214 -2.947
H -11.712 0.736 -1.987
C -4.594 4.896 3.084
C -5.055 3.579 3.537
N -5.416 2.547 3.893
H -4.150 4.811 2.093
H -5.433 5.588 3.041
H -3.849 5.286 3.775
C 10.166 3.491 0.783
C 8.753 3.886 0.756
N 7.647 4.194 0.735
H 10.384 2.962 1.709
H 10.383 2.837 -0.060
H 10.798 4.374 0.720
C 5.159 -3.638 -5.228
C 4.690 -3.855 -3.855
N 4.323 -4.036 -2.779
H 4.791 -2.681 -5.597
H 6.248 -3.633 -5.249
H 4.792 -4.434 -5.873
C 1.380 -7.093 -1.634
C 1.472 -8.410 -2.276
N 1.544 -9.439 -2.778
H 2.368 -6.639 -1.573
H 0.725 -6.443 -2.213
H 0.975 -7.199 -0.628
C -2.111 -5.977 5.992
C -1.906 -7.243 6.707
N -1.745 -8.233 7.267
H -2.604 -6.165 5.040
H -2.733 -5.311 6.588
H -1.152 -5.497 5.805
C -1.456 7.581 4.086
C -2.827 8.108 4.098
N -3.900 8.517 4.105
H -1.279 6.991 4.984
H -1.309 6.950 3.211
H -0.744 8.404 4.055
C 2.451 1.453 7.312
C 3.175 0.322 7.922
N 3.738 -0.557 8.400
H 3.148 2.256 7.078
H 1.961 1.130 6.396
H 1.699 1.826 8.006
```

Spin multiplicity   1
Structure (SMILES)   COCCCCCCCCO[C@@](S)(CN)[C@@H](CCCOC(C)=O)O[C@](CC(N)(N)N)([PH2]=O)B(C)O.CC#N.CC#N.CC#N.CC#N.CC#N.CC#N.CC#N.CC#N.CC#N.CC#N
Kohn-Sham gap   7.8 eV
Net charge   0
Highest occupied orbital energy   -7.621 eV